The following is a quantum chemistry calculation of a 2-piece molecular cluster, C7H9N5 overall at a distorted geometry, from OMol25.

Positions of all 21 atoms, in Å:
C 0.44 0.09 -2.40
C 0.37 0.14 2.67
C 0.35 -1.23 2.31
C -0.22 0.99 1.76
C -0.20 -1.59 1.06
C -0.78 0.58 0.64
C -1.27 -1.07 -1.06
N 0.13 1.37 -2.60
N 1.60 0.19 -1.65
N 1.06 2.21 -2.04
N 1.87 1.52 -1.40
N -0.83 -0.75 0.17
H 0.88 0.48 3.60
H 0.56 -2.13 3.00
H -0.47 2.03 1.93
H -0.20 -2.72 0.93
H -1.33 1.25 -0.01
H -1.43 -2.19 -1.18
H -2.10 -0.49 -1.41
H -0.51 1.86 -3.12
H 2.10 -0.53 -1.19

- molecular weight (g mol⁻¹) = 163.18
- E_tot (eV) = -14848.3687
- spin multiplicity = 3
- <S²> = 2.03
- orbital gap (spin up / spin down) (eV) = 5.9 / 8.9

The molecule's natural (NBO) atomic charges, reported in e, are given here:
1. C 0.16
2. C -0.29
3. C -0.26
4. C -0.26
5. C -0.02
6. C -0.02
7. C -0.17
8. N -0.44
9. N -0.44
10. N -0.05
11. N -0.03
12. N -0.47
13. H 0.22
14. H 0.23
15. H 0.23
16. H 0.21
17. H 0.20
18. H 0.19
19. H 0.17
20. H 0.42
21. H 0.43